Entry 1:
The following is a DFT calculation (wB97M-V/def2-TZVPD) of C3H2N2O2S in the gas phase.

Each atom is followed by the atoms it is bonded to, with distances in Å.
Cartesian coordinates (Å):
1 O 3.18 -0.42 0.07  C2 1.194
2 C 2.01 -0.18 -0.01  O1 1.194, N3 1.416, N8 1.417
3 N 0.91 -1.06 -0.04  C2 1.416, C4 1.278
4 C -0.12 -0.30 -0.02  N3 1.278, C5 1.479, O7 1.340
5 C -1.52 -0.80 0.00  C4 1.479, S6 1.614, H9 1.061
6 S -2.83 0.15 0.01  C5 1.614
7 O 0.09 1.02 0.01  C4 1.340, N8 1.386
8 N 1.47 1.13 -0.13  C2 1.417, O7 1.386, H10 1.002
9 H -1.56 -1.86 0.04  C5 1.061
10 H 1.81 1.88 0.44  N8 1.002

Properties
SMILES string ... O=c1nc(C=S)o[nH]1
E_HOMO ... -0.36333 Ha
Kohn-Sham gap ... 0.293 Eh
ΔE to the lowest compared entry with this formula, charge and spin ... 3.058 eV
Total energy ... -773.63480 a.u.
2S+1 ... 1
Molecular weight ... 130.128 g/mol

Here are the natural (NBO) charges for atoms 1 to 8, given in e:
1 O -0.550
2 C 0.709
3 N -0.487
4 C 0.474
5 C -0.344
6 S 0.187
7 O -0.284
8 N -0.334

Entry 2:
The following is a DFT calculation (wB97M-V/def2-TZVPD) of C3H2N2O3 in the gas phase.

Each atom is followed by the atoms it is bonded to, with distances in Å.
Cartesian coordinates (Å):
1 O -2.17 2.53 -0.31  C2 1.165
2 C -1.45 1.63 -0.21  O1 1.165, C3 1.304
3 C -0.51 0.73 -0.27  C2 1.304, C4 1.436, H9 1.012
4 C 0.06 -0.08 0.77  C3 1.436, N5 1.352, H10 1.074
5 N -0.22 0.09 2.08  C4 1.352, O6 1.205, N7 1.407
6 O 0.36 -0.44 3.00  N5 1.205
7 N -1.22 1.06 2.30  N5 1.407, O8 1.205
8 O -1.47 1.39 3.43  N7 1.205
9 H -0.01 0.62 -1.14  C3 1.012
10 H 0.83 -0.72 0.38  C4 1.074

Properties
SMILES string ... O=C=C/C=[N+](/[O-])N=O
E_HOMO (spin up / spin down) ... -0.31801 / -0.30875 Ha
Kohn-Sham gap (spin up / spin down) ... 0.256 / 0.250 Eh
ΔE to the lowest compared entry with this formula, charge and spin ... 7.428 eV
Total energy ... -450.53031 a.u.
2S+1 ... 1
Molecular weight ... 114.060 g/mol

Here are the natural (NBO) charges for atoms 1 to 8, given in e:
1 O -0.401
2 C 0.791
3 C -0.597
4 C 0.061
5 N 0.158
6 O -0.472
7 N 0.175
8 O -0.221

Entry 3:
The following is a DFT calculation (wB97M-V/def2-TZVPD) of a gas-phase ion, C3H2N2O4 (charge -2).

Each atom is followed by the atoms it is bonded to, with distances in Å.
Cartesian coordinates (Å):
1 O 0.87 1.98 -1.73  C2 1.286
2 C 0.54 1.02 -0.94  O1 1.286, N3 1.402, C8 1.460
3 N -0.08 1.32 0.28  C2 1.402, N4 1.385, H10 1.080
4 N -0.64 0.17 0.82  N3 1.385, O5 1.294, C6 1.356
5 O -1.14 0.20 2.01  N4 1.294
6 C 0.05 -0.86 0.27  N4 1.356, O7 1.411, C8 1.520
7 O -0.28 -2.20 0.58  C6 1.411, H11 0.960
8 C 0.62 -0.43 -1.07  C2 1.460, C6 1.520, O9 1.290
9 O 1.21 -1.15 -1.97  C8 1.290
10 H -0.74 2.17 0.21  N3 1.080
11 H -0.42 -2.22 1.53  O7 0.960

Properties
SMILES string ... O=c1[nH]n([O-])c(O)c1[O-]
E_HOMO (spin up / spin down) ... 0.10997 / 0.10990 Ha
Charge ... -2
Kohn-Sham gap (spin up / spin down) ... 0.140 / 0.140 Eh
ΔE to the lowest compared entry with this formula, charge and spin ... 0.977 eV
Total energy ... -525.81647 a.u.
2S+1 ... 1
Molecular weight ... 130.059 g/mol

Here are the natural (NBO) charges for atoms 1 to 8, given in e:
1 O -0.839
2 C 0.422
3 N -0.464
4 N 0.045
5 O -0.809
6 C 0.243
7 O -0.719
8 C 0.161

Entry 4:
The following is a DFT calculation (wB97M-V/def2-TZVPD) of C3H2N4 in the gas phase.

Each atom is followed by the atoms it is bonded to, with distances in Å.
Cartesian coordinates (Å):
1 N -1.23 -1.07 2.52  C2 1.161
2 C -0.62 -0.65 1.63  N1 1.161, C3 1.418
3 C 0.09 -0.14 0.51  C2 1.418, C4 1.463, N7 1.322
4 C -0.48 0.13 -0.81  C3 1.463, N5 1.272, H8 1.095
5 N 0.24 0.60 -1.74  C4 1.272, H9 1.018
6 N 2.47 0.39 0.70  N7 1.123
7 N 1.38 0.14 0.66  C3 1.322, N6 1.123
8 H -1.55 -0.12 -0.88  C4 1.095
9 H -0.31 0.72 -2.59  N5 1.018

Properties
E_HOMO ... -0.34427 Ha
Kohn-Sham gap ... 0.337 Eh
ΔE to the lowest compared entry with this formula, charge and spin ... 1.593 eV
Total energy ... -334.46654 a.u.
2S+1 ... 1
Molecular weight ... 94.077 g/mol

Here are the natural (NBO) charges for atoms 1 to 8, given in e:
1 N -0.292
2 C 0.245
3 C -0.248
4 C 0.118
5 N -0.639
6 N 0.137
7 N 0.141
8 H 0.186

Entry 5:
The following is a DFT calculation (wB97M-V/def2-TZVPD) of C3H2N4O in the gas phase.

Each atom is followed by the atoms it is bonded to, with distances in Å.
Cartesian coordinates (Å):
1 O 0.98 1.94 1.61  C2 1.279
2 C 0.69 1.27 0.55  O1 1.279, N3 1.468, N8 1.413
3 N -0.07 1.61 -0.66  C2 1.468, N4 1.277
4 N -0.88 0.67 -0.98  N3 1.277, C5 1.265
5 C -1.03 -0.47 -0.45  N4 1.265, C6 1.325, H9 1.191
6 C -0.09 -1.18 0.15  C5 1.325, N7 1.379, H10 1.149
7 N 1.25 -0.86 0.09  C6 1.379, N8 1.333
8 N 1.64 0.41 -0.04  C2 1.413, N7 1.333
9 H -2.01 -1.14 -0.52  C5 1.191
10 H -0.47 -2.26 0.25  C6 1.149

Properties
SMILES string ... O=c1nnccnn1
E_HOMO ... -0.37650 Ha
Kohn-Sham gap ... 0.318 Eh
ΔE to the lowest compared entry with this formula, charge and spin ... 3.986 eV
Total energy ... -409.58173 a.u.
2S+1 ... 1
Molecular weight ... 110.076 g/mol

Here are the natural (NBO) charges for atoms 1 to 8, given in e:
1 O -0.469
2 C 0.638
3 N -0.107
4 N -0.143
5 C -0.054
6 C -0.081
7 N -0.124
8 N -0.122

Entry 6:
The following is a DFT calculation (wB97M-V/def2-TZVPD) of C3H2N4O in the gas phase.

Each atom is followed by the atoms it is bonded to, with distances in Å.
Cartesian coordinates (Å):
1 O -2.37 -0.16 0.69  C2 1.178
2 C -1.38 -0.02 0.07  O1 1.178, C3 1.489, N8 1.526
3 C -0.61 1.17 -0.37  C2 1.489, N4 1.256, H9 1.068
4 N 0.62 1.33 -0.20  C3 1.256, N5 1.346
5 N 1.48 0.55 0.48  N4 1.346, C6 1.319
6 C 1.18 -0.73 0.55  N5 1.319, N7 1.395, H10 1.229
7 N 0.47 -1.46 -0.42  C6 1.395, N8 1.159
8 N -0.61 -1.12 -0.65  C2 1.526, N7 1.159
9 H -0.84 1.92 -1.10  C3 1.068
10 H 2.07 -1.48 0.95  C6 1.229

Properties
SMILES string ... O=c1cnncnn1
E_HOMO ... -0.35137 Ha
Kohn-Sham gap ... 0.313 Eh
ΔE to the lowest compared entry with this formula, charge and spin ... 3.471 eV
Total energy ... -409.60063 a.u.
2S+1 ... 1
Molecular weight ... 110.076 g/mol

Here are the natural (NBO) charges for atoms 1 to 8, given in e:
1 O -0.434
2 C 0.589
3 C -0.062
4 N -0.201
5 N -0.223
6 C 0.123
7 N -0.108
8 N -0.128

What is the formula in the first record?
C3H2N2O2S

Among the records above, which one has the lowest molecular weight?
C3H2N4

Among the records above, which one has the lowest total energy?
C3H2N2O2S

Repeat the sixth record exactly.
The following is a DFT calculation (wB97M-V/def2-TZVPD) of C3H2N4O in the gas phase.

Each atom is followed by the atoms it is bonded to, with distances in Å.
Cartesian coordinates (Å):
1 O -2.37 -0.16 0.69  C2 1.178
2 C -1.38 -0.02 0.07  O1 1.178, C3 1.489, N8 1.526
3 C -0.61 1.17 -0.37  C2 1.489, N4 1.256, H9 1.068
4 N 0.62 1.33 -0.20  C3 1.256, N5 1.346
5 N 1.48 0.55 0.48  N4 1.346, C6 1.319
6 C 1.18 -0.73 0.55  N5 1.319, N7 1.395, H10 1.229
7 N 0.47 -1.46 -0.42  C6 1.395, N8 1.159
8 N -0.61 -1.12 -0.65  C2 1.526, N7 1.159
9 H -0.84 1.92 -1.10  C3 1.068
10 H 2.07 -1.48 0.95  C6 1.229

Properties
SMILES string ... O=c1cnncnn1
E_HOMO ... -0.35137 Ha
Kohn-Sham gap ... 0.313 Eh
ΔE to the lowest compared entry with this formula, charge and spin ... 3.471 eV
Total energy ... -409.60063 a.u.
2S+1 ... 1
Molecular weight ... 110.076 g/mol

Here are the natural (NBO) charges for atoms 1 to 8, given in e:
1 O -0.434
2 C 0.589
3 C -0.062
4 N -0.201
5 N -0.223
6 C 0.123
7 N -0.108
8 N -0.128